Here is the molecule C5H8N2 from OMol25. Energies are from ωB97M-V/def2-TZVPD.

Summary:
Kohn-Sham gap in eV: 8.8
Electronic energy in Eh: -304.8186
Spin multiplicity: 1
HOMO in hartree: -0.2840
LUMO energy in eV: 1.0
SMILES: Cn1cccc1N

Geometry as XYZ:
```
15
Properties=species:S:1:pos:R:3:lowdin_charge:R:1
C -1.317 -1.278 0.342 -0.038
N -0.086 -0.509 0.376 -0.114
C 1.206 -0.994 0.363 -0.117
C 2.034 -0.029 -0.150 -0.106
C 1.229 1.107 -0.453 -0.060
C -0.061 0.779 -0.119 -0.370
N -1.297 1.418 -0.326 0.089
H -1.905 -0.937 -0.515 0.081
H -1.065 -2.329 0.219 0.083
H -1.963 -1.167 1.223 0.084
H 1.435 -1.972 0.761 0.108
H 3.104 -0.118 -0.308 0.091
H 1.547 2.056 -0.866 0.095
H -1.648 1.869 0.512 0.090
H -1.214 2.105 -1.061 0.083
```


Here is a structure of composition C37H38ClF3N6O4PY from OMol25. Energies are from ωB97M-V/def2-TZVPD.

Summary:
Net charge: +2
Kohn-Sham gap in eV: 7.7
Electronic energy in Eh: -3201.5545
Spin multiplicity: 1
HOMO in hartree: -0.4603
LUMO energy in eV: -4.8

Geometry as XYZ:
```
91
Properties=species:S:1:pos:R:3:lowdin_charge:R:1
Y 0.287 0.442 -0.125 1.551
C -1.598 3.313 0.775 -0.149
C -2.373 2.975 -0.496 -0.101
C -1.504 3.085 -1.720 -0.268
C -1.911 3.853 -2.801 0.005
C -1.063 4.013 -3.884 -0.021
C 0.182 3.411 -3.842 -0.025
C 0.505 2.649 -2.738 -0.125
N -0.315 2.462 -1.695 0.059
N -0.929 2.145 1.400 -0.216
C -1.936 1.397 2.173 -0.119
C -1.397 0.121 2.758 -0.270
C -1.938 -0.402 3.919 0.008
C -1.452 -1.604 4.405 -0.013
C -0.414 -2.225 3.729 -0.026
C 0.078 -1.634 2.583 -0.122
N -0.408 -0.487 2.089 0.034
C 0.130 2.647 2.303 -0.114
C 1.312 3.153 1.518 -0.263
C 1.923 4.361 1.803 0.006
C 3.029 4.745 1.059 -0.019
C 3.490 3.905 0.058 -0.025
C 2.824 2.714 -0.168 -0.113
N 1.751 2.346 0.542 0.029
H -2.263 3.769 1.518 0.136
H -0.833 4.052 0.537 0.131
H -3.205 3.671 -0.595 0.128
H -2.811 1.977 -0.433 0.101
H -2.881 4.330 -2.783 0.124
H -1.366 4.607 -4.737 0.123
H 0.891 3.513 -4.651 0.119
H 1.458 2.137 -2.694 0.103
H -2.764 1.152 1.502 0.133
H -2.351 2.022 2.973 0.142
H -2.737 0.123 4.426 0.131
H -1.877 -2.047 5.296 0.125
H 0.005 -3.159 4.076 0.122
H 0.874 -2.089 2.010 0.098
H 0.462 1.825 2.942 0.134
H -0.261 3.430 2.962 0.142
H 1.533 4.990 2.593 0.127
H 3.519 5.689 1.256 0.124
H 4.348 4.165 -0.546 0.119
H 3.165 2.017 -0.924 0.095
Cl -1.593 -1.139 -7.326 0.706
C -0.889 -0.842 -5.775 -0.664
C 0.503 -0.702 -5.658 -0.058
C 1.090 -0.472 -4.438 0.001
C 0.323 -0.363 -3.261 -0.358
O 0.902 -0.150 -2.119 -0.242
C -1.092 -0.487 -3.394 -0.122
C -2.000 -0.358 -2.308 -0.145
O -1.738 -0.071 -1.122 -0.146
C -1.669 -0.740 -4.662 -0.043
H 1.112 -0.780 -6.549 0.119
H 2.164 -0.358 -4.362 0.119
H -3.057 -0.523 -2.558 0.147
H -2.744 -0.847 -4.746 0.123
F -6.057 -3.206 3.637 0.152
C -4.937 -3.911 3.832 -0.586
F -4.405 -3.488 5.004 0.132
F -5.272 -5.194 3.992 0.164
C -3.944 -3.720 2.716 -0.113
C -4.004 -2.585 1.923 0.005
C -3.023 -2.360 0.972 -0.017
C -1.979 -3.270 0.812 -0.242
C -1.954 -4.433 1.585 -0.009
C -2.932 -4.654 2.537 0.009
C -0.911 -2.998 -0.112 -0.072
C 0.004 -2.799 -0.869 0.126
H -4.817 -1.882 2.048 0.128
H -3.056 -1.477 0.349 0.099
H -1.162 -5.155 1.439 0.127
H -2.913 -5.552 3.141 0.133
N 2.878 -2.682 -2.203 -0.022
C 3.458 -2.756 -0.872 -0.319
P 3.481 -1.118 -0.093 0.478
O 4.260 -0.137 -0.924 -0.333
O 2.126 -0.730 0.462 -0.437
C 4.618 -1.341 1.374 -0.158
N 5.929 -0.728 0.944 0.132
H 3.018 -3.547 -2.711 0.096
H 3.293 -1.930 -2.740 0.067
H 0.810 -2.652 -1.566 0.021
H 4.499 -3.114 -0.849 0.096
H 2.872 -3.430 -0.239 0.097
H 4.775 -2.373 1.679 0.107
H 4.234 -0.777 2.220 0.104
H 5.659 -0.182 0.074 0.113
H 6.623 -1.429 0.690 0.166
H 6.339 -0.120 1.650 0.163
```


Here is a structure of composition C3H10NO2 at a distorted geometry from OMol25. Energies are from ωB97M-V/def2-TZVPD.

Summary:
Net charge: -1
Kohn-Sham gap in eV: 8.5
Electronic energy in Eh: -325.5087
Spin multiplicity: 1
HOMO in hartree: -0.1559
LUMO energy in eV: 4.3

Geometry as XYZ:
```
16
Properties=species:S:1:pos:R:3:lowdin_charge:R:1
C -0.091 -1.146 0.347 -0.333
O -0.639 -1.147 -0.959 -0.298
C 1.139 -0.074 0.421 -0.494
C 0.457 1.226 0.821 -0.134
N 1.806 -0.105 -0.917 -0.021
H -0.826 -0.728 1.166 0.114
H 0.558 -2.137 0.592 0.115
H 1.844 -0.386 1.285 0.117
H -0.412 1.280 -0.024 0.124
H 1.160 2.048 0.809 0.040
H -0.011 1.133 1.842 0.072
H 1.581 0.801 -1.373 0.048
H 1.112 -0.719 -1.453 0.058
H -1.719 -0.517 -0.777 -0.002
H -3.060 0.640 -1.129 -0.077
O -2.900 -0.170 -0.650 -0.328
```


- Among the records above, which one has the highest HOMO?
  C3H10NO2


- Among the records above, which one has the highest electronic energy?
  C5H8N2


- Number 1 is which compound?
  C5H8N2


- Which formula does entry 2 have?
  C37H38ClF3N6O4PY